[1]
Below is a structure of composition C34H32N3ORbS2Te4, with properties calculated with ωB97M-V/def2-TZVPD.

Frontier orbital gap (spin up / spin down): 5.33 / 4.09 eV
Total charge: -2
Molar mass: 1158.65 g mol⁻¹

Cartesian coordinates (Å):
Rb1 -1.9530 1.7843 -0.4107
O1 -3.3618 3.4625 1.3540
C1 -4.7561 3.6228 1.4486
C2 -5.5424 2.6474 0.6013
C3 -6.9372 2.7113 0.5950
C4 -7.6364 1.6744 0.0069
C5 -6.9245 0.6689 -0.6342
C6 -5.5469 0.8005 -0.7609
N1 -4.8725 1.6950 -0.0201
H1 -3.1820 2.5182 1.4759
H2 -4.9853 4.6434 1.1350
H3 -5.0894 3.5101 2.4895
H4 -7.4452 3.5167 1.1118
H5 -8.7169 1.6296 0.0692
H6 -7.4258 -0.1714 -1.0968
H7 -4.9852 -0.1229 -0.9024
S1 0.9668 2.5735 1.0475
C7 2.3413 2.1443 0.1309
N2 3.6108 2.3147 0.7104
C8 4.7803 1.9943 -0.0742
C9 4.5175 0.7092 -0.8337
N3 3.3814 0.9361 -1.6961
C10 3.6506 0.8893 -3.1169
C11 3.9239 -0.5156 -3.5895
C12 5.1011 -0.8619 -4.2370
C13 5.3191 -2.1669 -4.6660
C14 4.3545 -3.1359 -4.4463
C15 3.1712 -2.7964 -3.7974
C16 2.9576 -1.4981 -3.3695
C17 2.2671 1.6124 -1.1824
S2 0.8632 1.6749 -2.1584
C18 3.7857 2.2927 2.1521
C19 4.1278 0.9135 2.6689
C20 5.3803 0.6106 3.1870
C21 5.6831 -0.6780 3.6138
C22 4.7285 -1.6775 3.5222
C23 3.4696 -1.3836 3.0075
C24 3.1692 -0.1001 2.5846
H8 5.6409 1.9066 0.5912
H9 4.9890 2.7952 -0.7966
H10 4.3158 -0.1008 -0.1240
H11 5.3720 0.4119 -1.4447
H12 4.5034 1.5399 -3.3697
H13 2.7643 1.2738 -3.6209
H14 5.8564 -0.1013 -4.4072
H15 6.2443 -2.4236 -5.1688
H16 4.5186 -4.1540 -4.7782
H17 2.4088 -3.5467 -3.6289
H18 2.0397 -1.2171 -2.8649
H19 2.8448 2.6250 2.5866
H20 4.5666 3.0078 2.4331
H21 6.1287 1.3940 3.2557
H22 6.6663 -0.8988 4.0131
H23 4.9600 -2.6840 3.8492
H24 2.7159 -2.1577 2.9349
H25 2.1896 0.1351 2.1824
Te1 -5.2763 4.2087 -3.0604
Te2 -5.2352 1.6181 -3.3806
Te3 -2.5934 0.9443 -3.8046
Te4 -3.0392 -0.4769 -6.0247
C25 -2.8426 -4.5816 0.5164
C26 -2.2195 -3.6174 -0.3060
C27 -2.2314 -2.3005 0.0642
C28 -2.8568 -1.8442 1.2580
C29 -2.8414 -0.4366 1.5709
C30 -3.5046 -0.1430 2.7547
C31 -4.1330 -1.0958 3.5913
C32 -4.1278 -2.4237 3.2641
C33 -3.4832 -2.8327 2.0716
C34 -3.4561 -4.1942 1.6746
H26 -2.8368 -5.6266 0.2254
H27 -1.7404 -3.9197 -1.2297
H28 -1.7540 -1.5527 -0.5602
H29 -3.5652 0.8930 3.1047
H30 -4.6282 -0.7696 4.5038
H31 -4.6083 -3.1665 3.8944
H32 -3.9416 -4.9301 2.3104

=====

[2]
Below is a structure of composition C34H32N9OReS, with properties calculated with ωB97M-V/def2-TZVPD.

Frontier orbital gap (spin up / spin down): 3.97 / 4.08 eV
Total charge: +3
Spin multiplicity: 2
Molar mass: 800.97 g mol⁻¹

Cartesian coordinates (Å):
Re1 -1.3279 1.4796 0.6238
C1 0.1157 4.6760 2.7608
C2 0.2891 3.8450 1.5405
C3 0.5843 2.4460 1.6665
C4 1.0051 1.6917 0.5372
C5 1.8432 0.4557 0.6436
C6 0.6129 2.2127 -0.7016
C7 0.3342 3.6141 -0.8622
C8 0.1689 4.1888 -2.2270
C9 0.2527 4.4177 0.2647
H1 1.0384 5.2481 2.9118
H2 -0.0543 4.0791 3.6538
H3 -0.6844 5.4063 2.6415
H4 0.8137 2.0763 2.6596
H5 2.8762 0.7559 0.4415
H6 1.5827 -0.2984 -0.1021
H7 1.8246 0.0163 1.6394
H8 0.8508 1.6428 -1.5933
H9 0.7663 5.0975 -2.3221
H10 -0.8699 4.4902 -2.3887
H11 0.4619 3.4942 -3.0111
H12 0.1089 5.4863 0.1578
C10 0.4642 -3.1753 3.2797
N1 -0.2018 -1.8661 3.0317
C11 -0.4709 -1.3087 1.8689
N2 -0.8807 -0.0463 2.0706
C12 -0.8372 0.0865 3.4362
N3 -0.4269 -0.9935 4.0364
C13 1.8876 -3.1128 2.7882
C14 2.9563 -2.9969 3.6679
C15 4.2505 -2.8631 3.1718
C16 4.4769 -2.7862 1.8072
C17 3.4012 -2.8877 0.9260
C18 2.1213 -3.0949 1.4195
C19 3.5903 -2.6956 -0.5133
N4 4.6676 -2.5508 -1.1916
N5 4.2725 -2.2777 -2.5053
C20 2.9910 -2.2804 -2.5053
O1 2.4659 -2.5259 -1.2705
C21 2.0574 -1.9844 -3.5944
C22 2.5256 -1.7305 -4.8811
C23 1.6229 -1.4065 -5.8808
C24 0.2619 -1.3180 -5.6070
C25 -0.2049 -1.5821 -4.3254
C26 -1.6885 -1.5485 -4.0338
N6 -1.9293 -1.0569 -2.6579
C27 -1.4560 0.0295 -2.1019
N7 -1.7877 0.0361 -0.7914
C28 -2.5013 -1.1369 -0.6433
N8 -2.5927 -1.8130 -1.7451
C29 0.6951 -1.9265 -3.3259
H13 -0.1202 -3.9365 2.7641
H14 0.3946 -3.3387 4.3516
H15 -0.3421 -1.7940 0.9172
H16 -1.1178 0.9838 3.9647
H17 2.7883 -3.0231 4.7375
H18 5.0840 -2.7995 3.8575
H19 5.4758 -2.6473 1.4149
H20 1.3088 -3.2555 0.7199
H21 3.5866 -1.7877 -5.0842
H22 1.9798 -1.2136 -6.8830
H23 -0.4295 -1.0572 -6.3989
H24 -2.1485 -2.5351 -4.0628
H25 -2.2226 -0.8998 -4.7268
H26 -0.8888 0.7770 -2.6290
H27 -2.9400 -1.4654 0.2824
H28 0.3501 -2.1839 -2.3306
S1 -2.5269 3.3440 0.3429
C30 -3.9027 2.3641 0.9192
C31 -5.2464 2.6232 0.9622
C32 -6.0465 1.6407 1.5545
C33 -5.4695 0.4827 2.0557
C34 -4.1016 0.2963 1.9428
N9 -3.3368 1.2312 1.3712
H29 -5.6583 3.5455 0.5766
H30 -7.1146 1.7957 1.6369
H31 -6.0700 -0.2722 2.5436
H32 -3.6084 -0.5836 2.3351

=====

[3]
Below is a structure of composition C34H33BaN10O3S, with properties calculated with ωB97M-V/def2-TZVPD.

Frontier orbital gap: 6.95 eV
Total charge: +1
Molar mass: 799.10 g mol⁻¹

Cartesian coordinates (Å):
Ba1 -0.9060 0.5144 -2.1140
C1 1.8375 -2.1337 2.8983
O1 2.8031 -1.1170 2.6400
C2 2.7335 -0.0336 3.4756
C3 3.7762 0.1773 4.3675
C4 3.7718 1.2714 5.2160
C5 2.7163 2.1738 5.1713
C6 1.6941 1.9871 4.2584
C7 1.6880 0.8905 3.3999
N1 0.6155 0.7419 2.4809
C8 0.7101 0.8048 1.1107
N2 1.9452 0.9308 0.6263
C9 2.4905 0.8896 -0.6989
C10 1.7551 0.7905 -1.8776
C11 2.5278 0.7593 -3.0541
C12 3.9106 0.8347 -3.0681
C13 4.6081 0.9396 -1.8700
C14 3.8959 0.9640 -0.6860
O2 4.4787 1.0729 0.5524
C15 5.8909 0.9839 0.6298
N3 -0.3731 0.7765 0.3620
C16 -1.6578 0.7316 0.9428
C17 -2.4619 1.8682 0.8741
C18 -3.7929 1.8544 1.2779
C19 -4.3399 0.6800 1.7601
C20 -3.5660 -0.4746 1.8403
C21 -2.2369 -0.4561 1.4369
O3 -1.4207 -1.5448 1.4602
C22 -1.9484 -2.7520 1.9912
H1 2.0691 -2.9531 2.2211
H2 0.8256 -1.7732 2.7098
H3 1.9186 -2.4850 3.9301
H4 4.5801 -0.5474 4.3852
H5 4.5864 1.4169 5.9124
H6 2.6997 3.0307 5.8309
H7 0.8842 2.7042 4.1890
H8 -0.3013 0.9567 2.8417
H9 2.6746 0.9673 1.3254
H10 2.0331 0.6740 -4.0237
H11 4.4593 0.8108 -4.0023
H12 5.6865 1.0012 -1.8695
H13 6.1397 0.9964 1.6873
H14 6.3691 1.8334 0.1381
H15 6.2464 0.0546 0.1797
H16 -2.0077 2.7790 0.4993
H17 -4.3864 2.7578 1.2223
H18 -5.3710 0.6497 2.0870
H19 -4.0113 -1.3827 2.2200
H20 -1.1372 -3.4750 1.9635
H21 -2.7820 -3.1212 1.3892
H22 -2.2740 -2.6187 3.0249
N4 -5.7673 2.1085 -2.2315
C23 -4.9247 1.0913 -2.4324
N5 -3.6902 1.5463 -2.4959
C24 -3.8512 2.8934 -2.3189
N6 -5.0992 3.2697 -2.1558
C25 -2.7288 3.8474 -2.2907
C26 -2.9412 5.2175 -2.1839
N7 -1.9312 6.0762 -2.1331
C27 -0.7038 5.5702 -2.1885
C28 -0.4820 4.2047 -2.2957
N8 -1.4964 3.3443 -2.3508
H23 -6.7700 2.0957 -2.1422
H24 -5.2391 0.0642 -2.5208
H25 -3.9464 5.6166 -2.1371
H26 0.1238 6.2667 -2.1450
H27 0.5198 3.7896 -2.3295
N9 0.2949 -7.1523 -2.0271
C29 -0.8229 -6.6384 -2.5662
S1 -2.0543 -7.5506 -3.1468
C30 -0.8952 -5.1443 -2.5501
C31 -1.3883 -4.4499 -3.6471
C32 -1.4637 -3.0733 -3.5858
N10 -1.1056 -2.3619 -2.5104
C33 -0.6395 -3.0346 -1.4539
C34 -0.5074 -4.4124 -1.4351
H28 0.4081 -8.1531 -2.0411
H29 1.1088 -6.5834 -1.8619
H30 -1.7125 -4.9887 -4.5264
H31 -1.8367 -2.5126 -4.4353
H32 -0.3683 -2.4458 -0.5823
H33 -0.1367 -4.9027 -0.5442

=====

[4]
Below is a structure of composition C34H33Br2N14O2Sn, with properties calculated with ωB97M-V/def2-TZVPD.

Frontier orbital gap: 7.71 eV
Total charge: +1
Molar mass: 948.25 g mol⁻¹

Cartesian coordinates (Å):
Sn1 -0.1844 0.2355 -0.1536
C1 -0.2470 0.1165 3.4172
N1 0.4130 0.9205 2.3912
C2 0.1168 2.3339 2.5677
C3 -1.2213 2.5863 1.9422
N2 -1.9145 1.6334 1.3730
C4 -3.0895 2.2381 0.9282
C5 -4.2017 1.6940 0.2947
C6 -5.2373 2.5477 -0.0267
C7 -5.1809 3.9162 0.2760
C8 -4.0903 4.4686 0.9188
C9 -3.0561 3.5994 1.2428
N3 -1.8463 3.7877 1.9014
C10 -0.5211 -1.2973 3.0201
N4 -0.9732 -1.7126 1.8677
C11 -1.1199 -3.0928 2.0121
C12 -1.5889 -4.0554 1.1194
C13 -1.6420 -5.3666 1.5468
C14 -1.2431 -5.7338 2.8405
C15 -0.7872 -4.7956 3.7446
C16 -0.7386 -3.4787 3.3029
N5 -0.3535 -2.3041 3.9197
H1 0.3243 0.1124 4.3535
H2 -1.2124 0.5800 3.6276
H3 1.4099 0.7449 2.3635
H4 0.1067 2.6394 3.6223
H5 0.8649 2.9278 2.0470
H6 -4.2450 0.6378 0.0653
H7 -6.1195 2.1558 -0.5150
H8 -6.0167 4.5503 0.0130
H9 -4.0455 5.5209 1.1665
H10 -1.4877 4.6582 2.2538
H11 -1.9089 -3.7728 0.1273
H12 -2.0084 -6.1327 0.8766
H13 -1.3038 -6.7720 3.1373
H14 -0.4917 -5.0759 4.7471
H15 -0.0437 -2.2008 4.8704
Br1 -3.6321 -4.6727 -4.3644
C17 -2.6604 -3.4171 -3.3540
C18 -3.3244 -2.4508 -2.6226
C19 -2.5503 -1.5732 -1.8869
N6 -1.2189 -1.5995 -1.8586
C20 -0.5798 -2.5130 -2.6046
C21 -1.2796 -3.4581 -3.3512
C22 0.9083 -2.4470 -2.6919
C23 1.5434 -2.8871 -3.8467
C24 2.9128 -2.7285 -3.9516
Br2 3.8118 -3.3165 -5.4956
C25 3.6106 -2.1169 -2.9271
C26 2.8845 -1.7092 -1.8210
N7 1.5734 -1.8820 -1.6816
H16 -4.4024 -2.3871 -2.6172
H17 -3.0195 -0.8002 -1.2904
H18 -0.7635 -4.2210 -3.9141
H19 0.9857 -3.3038 -4.6714
H20 4.6770 -1.9548 -2.9839
H21 3.3874 -1.2000 -1.0063
N8 -0.7564 3.3202 -4.5763
C27 -1.9834 3.6652 -4.1806
N9 -2.6328 4.6291 -4.8482
N10 -2.6130 3.1160 -3.1621
C28 -2.0955 2.2322 -2.3720
N11 -1.7419 1.4348 -1.6017
H22 -0.3251 3.7306 -5.3856
H23 -0.3079 2.5186 -4.1560
H24 -2.2267 5.1162 -5.6249
H25 -3.5576 4.8728 -4.5421
N12 2.8761 3.8510 -0.2541
C29 2.1455 2.8649 -0.8320
O1 1.2287 2.3219 -0.1461
C30 2.4640 2.5424 -2.1834
C31 3.5941 3.1150 -2.8081
N13 4.5399 3.6022 -3.2555
C32 1.6395 1.6443 -2.8591
N14 0.9125 0.9032 -3.3683
H26 3.6912 4.2215 -0.7140
H27 2.7735 4.0050 0.7321
C33 3.3808 -3.3150 2.1974
C34 3.3615 -1.8051 2.0845
O2 2.1745 -1.3160 1.4483
H28 4.2074 -3.6391 2.8299
H29 3.5083 -3.7759 1.2155
H30 2.4503 -3.6777 2.6318
H31 4.2408 -1.4587 1.5318
H32 3.3948 -1.3445 3.0742
H33 1.8622 -1.9852 0.8253